Formula: C24H72O15
Source: the OMol25 dataset
Level of theory: ωB97M-V with the def2-TZVPD basis set

ORCA input file:
```
! wB97M-V def2-TZVPD RIJCOSX def2/J DEFGRID3
* xyz 0 1
C -10.15 14.67 11.48
C -11.33 15.34 10.83
O -11.10 15.52 9.45
H -10.19 14.49 12.56
H -9.26 15.31 11.38
H -9.94 13.71 11.00
H -11.51 16.32 11.30
H -12.28 14.80 10.96
H -10.31 15.04 9.18
C -12.13 20.98 16.97
C -12.19 22.17 16.05
O -11.19 23.10 16.41
H -12.15 21.31 18.00
H -11.24 20.36 16.86
H -12.93 20.26 16.78
H -13.19 22.63 16.08
H -12.05 21.84 15.01
H -11.25 23.87 15.84
C -16.01 17.69 17.32
C -14.86 16.71 17.12
O -13.63 17.45 17.18
H -16.97 17.23 17.11
H -15.83 18.52 16.64
H -16.01 18.06 18.34
H -14.93 16.12 16.20
H -14.82 15.93 17.89
H -13.00 17.12 16.51
C -9.71 17.14 16.58
C -10.58 16.15 15.80
O -11.70 16.88 15.31
H -10.34 17.64 17.32
H -9.25 17.91 15.96
H -8.92 16.70 17.18
H -10.87 15.36 16.49
H -10.04 15.65 14.99
H -11.32 17.63 14.81
C -6.30 14.30 18.06
C -7.34 13.90 19.08
O -8.26 13.01 18.47
H -6.70 14.91 17.24
H -5.88 13.43 17.55
H -5.48 14.85 18.52
H -7.86 14.80 19.42
H -6.80 13.43 19.91
H -9.09 13.02 18.97
C -13.69 13.49 15.10
C -13.82 14.47 13.95
O -14.43 13.79 12.85
H -14.65 13.11 15.46
H -13.27 13.98 15.98
H -13.06 12.65 14.80
H -12.82 14.81 13.66
H -14.38 15.36 14.24
H -14.34 14.35 12.08
C -8.34 18.27 12.80
C -9.81 17.87 12.71
O -10.64 18.75 13.48
H -7.73 17.67 12.13
H -8.00 18.18 13.84
H -8.20 19.32 12.53
H -9.94 16.87 13.11
H -10.05 17.91 11.64
H -10.56 19.60 13.05
C -14.06 18.16 13.39
C -14.78 18.81 12.21
O -15.78 17.94 11.68
H -13.39 18.91 13.81
H -13.51 17.27 13.07
H -14.77 17.83 14.15
H -14.08 19.03 11.40
H -15.16 19.76 12.59
H -16.44 17.81 12.37
C -6.23 17.86 16.18
C -5.19 17.76 15.10
O -4.63 16.43 15.14
H -6.83 18.78 16.10
H -5.84 17.85 17.20
H -6.95 17.04 16.13
H -4.40 18.49 15.25
H -5.67 17.89 14.12
H -4.53 16.16 14.23
C -13.28 18.47 20.69
C -11.90 17.83 20.49
O -12.02 16.71 19.61
O -13.78 19.09 19.52
H -13.30 19.18 21.52
H -13.98 17.67 20.97
H -11.53 17.41 21.43
H -11.11 18.50 20.14
H -12.29 17.02 18.74
H -13.70 18.52 18.73
C -7.46 21.89 14.40
C -8.67 21.34 15.18
O -8.57 21.87 16.50
O -6.23 21.24 14.70
H -7.36 22.96 14.58
H -7.65 21.83 13.32
H -8.57 20.25 15.17
H -9.58 21.72 14.72
H -9.30 22.51 16.56
H -6.01 21.52 15.59
C -7.51 17.84 20.07
C -7.63 17.37 21.50
O -8.02 18.44 22.35
O -6.45 18.79 19.85
H -8.46 18.30 19.77
H -7.31 17.06 19.33
H -6.64 17.01 21.82
H -8.29 16.51 21.60
H -7.23 18.90 22.66
H -6.63 19.49 20.49
*
```

Relative energy (zero: lowest compared OMol25 entry of this formula, charge and spin) (kcal/mol): 0.00
Kohn-Sham gap (eV): 9.8
Structure (SMILES): OCCO.OCCO.OCCO.CCO.CCO.CCO.CCO.CCO.CCO.CCO.CCO.CCO
HOMO energy (eV): -9.690

***

Formula: C24H72O24
Source: the OMol25 dataset
Level of theory: ωB97M-V with the def2-TZVPD basis set

ORCA input file:
```
! wB97M-V def2-TZVPD RIJCOSX def2/J DEFGRID3
* xyz 0 1
C 4.35 -4.12 -1.15
C 3.18 -3.17 -0.95
O 1.96 -3.75 -1.44
O 4.27 -4.74 -2.42
H 4.45 -4.85 -0.34
H 5.29 -3.55 -1.12
H 3.42 -2.22 -1.45
H 3.02 -2.84 0.07
H 1.95 -3.50 -2.37
H 3.62 -5.45 -2.42
C -4.04 0.66 2.47
C -3.69 -0.47 1.59
O -4.26 -1.72 2.13
O -5.45 0.83 2.45
H -3.57 1.57 2.05
H -3.63 0.55 3.47
H -2.64 -0.77 1.72
H -3.93 -0.43 0.53
H -5.21 -1.69 1.99
H -5.70 1.26 3.27
C 3.37 1.57 -1.49
C 3.05 1.98 -2.90
O 1.78 1.37 -3.22
O 2.50 2.20 -0.56
H 4.39 1.91 -1.29
H 3.39 0.48 -1.41
H 3.80 1.62 -3.62
H 2.95 3.06 -2.99
H 1.27 1.95 -3.79
H 1.63 1.78 -0.68
C 0.15 -0.81 -0.39
C -0.80 0.33 -0.65
O -0.36 1.45 0.07
O -0.36 -1.96 -1.08
H 0.13 -1.10 0.67
H 1.18 -0.56 -0.67
H -1.82 -0.06 -0.55
H -0.70 0.51 -1.74
H -1.08 2.09 0.02
H 0.29 -2.66 -0.99
C 0.50 -3.88 2.36
C -0.27 -4.83 1.47
O -1.26 -5.48 2.26
O 0.83 -4.48 3.59
H 0.01 -2.91 2.50
H 1.44 -3.60 1.86
H 0.46 -5.57 1.13
H -0.77 -4.34 0.64
H -1.95 -5.81 1.68
H 0.05 -4.94 3.94
C -3.13 -3.10 -3.01
C -4.02 -3.11 -4.22
O -5.31 -3.52 -3.81
O -2.04 -2.20 -3.22
H -2.71 -4.11 -2.90
H -3.70 -2.85 -2.11
H -3.52 -3.75 -4.96
H -4.05 -2.12 -4.69
H -5.89 -3.55 -4.57
H -1.60 -2.15 -2.35
C 0.41 -6.74 -2.89
C 1.61 -7.63 -2.95
O 2.81 -6.84 -3.12
O 0.43 -5.98 -1.66
H -0.51 -7.33 -2.85
H 0.35 -5.99 -3.68
H 1.51 -8.31 -3.82
H 1.67 -8.24 -2.05
H 3.55 -7.45 -3.11
H 1.09 -5.29 -1.79
C -2.69 4.96 1.21
C -2.91 5.81 -0.02
O -4.20 5.75 -0.59
O -2.33 3.64 0.88
H -3.50 4.98 1.95
H -1.90 5.49 1.78
H -2.18 5.44 -0.75
H -2.70 6.84 0.25
H -4.33 4.87 -0.96
H -2.09 3.18 1.71
C 3.12 -1.44 3.33
C 3.20 -0.41 2.24
O 2.51 0.79 2.72
O 4.05 -1.12 4.35
H 3.51 -2.37 2.90
H 2.11 -1.60 3.70
H 2.78 -0.67 1.25
H 4.23 -0.11 2.01
H 2.93 1.56 2.32
H 3.75 -0.30 4.77
C -0.17 2.35 3.30
C 0.59 2.39 4.60
O 0.44 3.65 5.27
O -1.54 2.75 3.39
H -0.15 1.28 3.05
H 0.26 2.88 2.45
H 1.64 2.18 4.42
H 0.27 1.60 5.28
H 1.10 4.22 4.85
H -1.61 3.32 4.17
C 0.82 5.28 0.89
C 1.14 5.87 2.25
O 1.82 4.95 3.09
O 0.03 6.21 0.13
H 0.28 4.34 0.96
H 1.72 5.02 0.30
H 0.17 6.00 2.74
H 1.62 6.85 2.17
H 2.72 4.80 2.78
H 0.67 6.87 -0.17
C -0.20 4.58 -2.89
C -1.36 3.73 -2.38
O -2.57 4.21 -2.96
O 0.49 4.00 -4.01
H 0.51 4.73 -2.07
H -0.59 5.56 -3.18
H -1.39 3.79 -1.29
H -1.18 2.72 -2.76
H -3.17 3.49 -3.15
H 0.14 4.43 -4.79
*
```

Relative energy (zero: lowest compared OMol25 entry of this formula, charge and spin) (kcal/mol): 37.43
Kohn-Sham gap (eV): 9.9
Structure (SMILES): OCCO.OCCO.OCCO.OCCO.OCCO.OCCO.OCCO.OCCO.OCCO.OCCO.OCCO.OCCO
HOMO energy (eV): -9.723